The following is a quantum chemistry calculation of a cluster of 11 separate species, C37H56N8O3S2 in total in a non-equilibrium geometry, from OMol25.

The geometry in XYZ format:
```
106
Properties=species:S:1:pos:R:3:forces:R:3
H -1.874838 5.662821 1.248785 0.17 0.33 0.10
C 0.054949 5.582591 2.320163 1.29 0.42 0.31
H 1.105630 2.563219 5.306125 0.08 0.30 0.13
H 7.446317 -0.806105 1.536300 0.19 0.24 -0.30
O -1.826386 2.776585 -1.511636 0.15 0.35 -0.57
C -1.052247 5.117076 1.681816 -0.91 -0.39 0.07
H 0.448324 6.558978 2.559313 -0.37 0.15 -0.30
H 0.613512 2.415720 2.586848 -0.14 -0.05 -0.11
C 0.384011 -6.602301 -0.666632 -0.39 -0.25 0.23
H -3.481799 0.621998 4.827182 -0.01 -0.35 0.29
H 2.122445 -2.171006 -1.594684 -0.27 0.03 -0.04
H 3.498825 -0.415446 0.220960 0.16 0.22 -0.40
H 1.757993 4.497377 3.055310 0.12 0.26 0.10
C -1.565191 -4.585655 -4.380582 0.56 1.04 -0.18
H -2.480034 -0.716331 1.029758 0.05 -0.41 -0.09
H -1.320520 -6.560541 0.836800 0.01 -0.52 -0.23
C -5.524165 -0.427989 -0.699014 0.32 0.90 -0.01
H -3.785474 0.958191 2.197733 0.10 0.18 0.32
C -0.219496 0.426892 0.086961 1.73 0.55 0.82
C 4.758554 -2.158899 0.654565 -0.41 -0.68 -0.02
H -6.327625 -0.709083 -0.039267 0.06 -0.05 0.05
C -0.297681 -6.437875 0.520046 0.26 0.53 0.32
C 0.540285 0.046954 4.760256 0.46 -0.03 0.24
C 3.554584 5.020038 -1.248721 0.09 -0.30 -0.29
H -3.801800 5.146152 -3.305540 -0.05 0.12 0.28
N 0.540024 -5.767863 1.386771 -0.28 0.14 -0.84
H -3.576380 -0.550574 -3.377436 0.06 0.20 0.06
C 3.349780 3.710751 -1.789376 -0.06 0.57 0.37
H 0.576562 4.370129 -0.336727 -0.08 -0.12 -0.02
H 2.453359 -5.982807 -1.231093 -0.06 0.08 -0.09
C 2.098385 -3.106113 -2.143166 0.60 -0.45 -1.20
H 2.232745 -3.617058 -4.027898 -0.05 0.01 -0.02
H -5.674553 -1.927036 -2.271461 0.37 -0.08 -0.30
H 5.894083 0.944356 0.594570 -0.14 0.06 0.06
N 0.810012 4.508501 2.736934 -1.32 -0.54 -0.59
C -2.185626 -1.736437 2.913618 0.59 0.21 -1.13
C -1.809279 -2.532842 -3.479187 0.47 -0.17 0.10
N 0.605690 -0.295156 0.933866 -0.96 -1.15 -0.69
C -1.042118 3.688853 1.766331 0.83 0.36 -0.09
C 6.061296 -2.281126 1.044288 -0.02 0.33 0.04
C 0.398951 -1.645201 0.663158 0.47 0.63 0.27
H -4.627011 1.447437 0.180607 -0.14 -0.01 -0.02
H 0.049386 -7.136910 -1.540068 -0.16 0.05 0.02
N 6.594184 -1.012665 1.050557 -0.01 -0.42 -0.07
C 4.488073 -0.806990 0.394636 0.23 0.82 0.47
H 0.065296 4.660550 -3.222764 -0.11 -0.07 0.73
N -1.737514 -3.868861 -3.222467 -0.36 -0.46 0.19
H -3.530613 3.444448 -3.641136 -0.04 -0.09 0.10
C -4.102881 -0.369117 -2.456325 -0.36 0.45 -0.03
S 2.235124 0.635063 4.477866 0.53 0.39 -0.39
H 1.487434 2.492299 -1.729680 0.15 -0.02 0.04
H 0.878774 -2.388442 1.278413 0.09 -0.09 -0.13
C 1.702694 -5.450820 0.736705 0.04 0.04 0.52
C 1.649067 -5.992113 -0.516722 0.31 0.01 0.10
H 0.148185 0.210756 5.764713 0.10 0.61 -0.08
H 4.089278 3.103479 -2.279769 -0.08 -0.07 -0.13
H -3.158602 1.420757 -1.747014 0.19 -0.09 -0.08
H 0.279197 -5.464387 2.304271 0.00 0.09 0.08
H 2.076367 6.305204 -0.146759 0.22 0.04 -0.03
H -2.095019 -1.856542 5.042189 -0.30 0.16 0.21
C 0.137837 3.362952 2.382059 0.39 -0.48 0.23
C -4.713919 0.690564 -0.582467 -0.46 -0.50 0.34
H 4.472130 5.570241 -1.380404 -0.11 0.22 0.29
H -1.485913 -5.654801 -4.438874 -0.05 -0.06 0.22
H -0.196603 1.504389 0.117429 -0.12 -0.02 -0.13
H 1.354511 0.048853 1.525950 -0.33 0.26 0.22
H -1.560890 -1.421051 -5.370707 0.01 0.08 0.06
C -2.438913 -1.303421 4.181544 0.27 -0.53 0.32
H 1.127309 -3.601237 -2.149029 -0.09 0.20 0.57
H 6.657303 -3.147643 1.272968 0.00 0.04 0.14
H 2.844571 2.976326 4.995787 -0.02 -0.25 -0.59
H -1.758555 3.000866 1.351828 -0.04 -0.02 0.04
H -1.328751 5.473219 -3.934151 -0.28 0.17 0.47
C 2.139453 2.228135 5.348271 -0.13 -0.63 0.59
C -1.008410 4.592332 -3.375972 -0.38 -1.02 -1.14
C 2.060138 3.381635 -1.504917 -0.93 -0.78 -0.11
H -1.772173 -4.238801 -2.288755 -0.11 -0.21 -0.08
C -0.833365 -0.438266 -0.748233 -0.69 0.02 -0.83
C -1.425918 -3.634306 -5.366420 -0.21 -0.56 -1.06
N 1.444496 4.417618 -0.848510 0.95 0.03 0.06
H 2.430620 -4.825529 1.229005 0.19 -0.23 -0.07
H -0.916041 -2.631230 -0.830814 0.37 -0.29 0.13
H -1.992019 -1.894963 -2.634303 0.08 0.26 -0.27
H -1.452244 -0.131805 -1.578078 -0.04 -0.10 0.19
C 2.380629 5.405890 -0.659241 -0.30 0.36 0.03
C -3.612162 4.181365 -2.837072 0.16 -0.28 -0.76
C -3.280353 0.180605 2.748282 0.67 0.22 -0.91
H 2.478913 2.001851 6.362869 -0.46 0.07 0.14
C -1.580462 -2.347416 -4.824603 -0.36 0.05 0.77
O 2.443666 -2.834461 -3.513711 0.05 0.34 0.19
C -5.144831 -1.060967 -1.906517 -0.65 -0.61 0.43
N -3.880229 0.716862 -1.646648 0.44 0.00 -0.46
N -2.617750 -0.781199 2.025823 -1.00 -0.09 1.12
C -0.463200 -1.759604 -0.394199 -0.36 0.29 0.43
O 2.275969 0.989882 3.011099 -0.09 -0.31 0.37
H 0.531553 -1.038789 4.683086 0.08 0.06 -0.63
H -4.407102 3.880686 -2.160445 0.03 0.13 0.12
C -3.124441 -0.071632 4.082566 -0.47 0.52 -0.12
H -1.312309 -3.808485 -6.428154 0.11 -0.24 0.15
H 4.011317 -2.933795 0.581940 0.21 -0.19 -0.10
H 2.863032 -3.776307 -1.741105 -0.16 0.01 0.31
H -1.195793 3.743359 -4.045356 0.25 0.03 -0.06
H 0.009617 0.558476 3.959102 -0.54 -0.26 0.19
H -1.702243 -2.623264 2.537361 0.11 0.04 0.15
C 5.648137 -0.101337 0.650769 -0.27 -0.43 0.18
S -2.059122 4.197278 -1.952328 0.26 0.69 0.78
```
Positions in Å, forces in eV/Å.

Calculated values
E_HOMO: -7.836 eV
calculated total energy: -2903.45176 Ha
multiplicity: 1